No. 1
Computed, not measured: a cluster of 2 separate species, C5H10N2 in total, with ωB97M-V/def2-TZVPD.

Structure (XYZ):
```
17
C5H10N2 ωB97M-V/def2-TZVPD
H 1.992 -0.501 1.752
N 2.191 -1.151 0.990
C 1.950 -0.640 -0.137
C 1.237 0.643 -0.410
N 0.962 1.386 0.762
H 2.110 -1.266 -1.015
H 0.091 0.253 -0.792
H 1.768 1.232 -1.165
H 0.044 1.042 1.155
H 0.814 2.366 0.546
C -1.821 0.259 0.812
C -1.560 -0.284 -0.386
C -1.861 -1.138 -1.330
H -2.324 1.213 0.895
H -1.664 -0.297 1.726
H -1.120 -1.458 -2.049
H -2.808 -1.661 -1.355
```

**Total energy**: -8323.7031 eV
**SMILES string**: [H]/N=C\CN.C=C=C
**Energy relative to the best compared isomer or geometry (same formula, charge and spin)**: 83.7 kcal/mol
**Charge**: 0
**Frontier orbital gap**: 9.777 eV

Here are the natural (NBO) charges for atoms 1 to 4, given in e: atom 1 (H): 0.340, atom 2 (N): -0.611, atom 3 (C): 0.115, atom 4 (C): -0.276

=====

No. 2
Computed, not measured: the molecule C5H10N2, with ωB97M-V/def2-TZVPD.

Structure (XYZ):
```
17
C5H10N2 ωB97M-V/def2-TZVPD
C -1.965 -0.227 0.153
C -1.027 -0.341 -1.053
N -0.416 0.899 -1.531
C 0.429 -0.191 -0.951
C 0.933 -0.453 0.414
C 2.163 0.137 0.917
N 0.867 0.487 1.516
H -2.914 0.161 -0.243
H -1.642 0.460 0.954
H -2.184 -1.192 0.627
H -1.301 -1.097 -1.773
H -0.630 1.666 -0.895
H 1.052 -0.596 -1.762
H 0.657 -1.469 0.714
H 2.825 -0.472 1.518
H 2.600 0.836 0.211
H 0.550 1.393 1.184
```

**Total energy**: -8324.7429 eV
**SMILES string**: C[C@H]1N[C@H]1[C@H]1CN1
**Energy relative to the best compared isomer or geometry (same formula, charge and spin)**: 59.7 kcal/mol
**Charge**: 0
**Frontier orbital gap**: 10.376 eV

Here are the natural (NBO) charges for atoms 1 to 4, given in e: atom 1 (C): -0.640, atom 2 (C): -0.068, atom 3 (N): -0.575, atom 4 (C): -0.117

=====

No. 3
Computed, not measured: the molecule C5H10N2, with ωB97M-V/def2-TZVPD.

Structure (XYZ):
```
17
C5H10N2 ωB97M-V/def2-TZVPD
H -1.457 2.818 -1.839
N -1.161 2.434 -0.903
N -1.470 1.239 -0.904
C -0.934 0.587 0.413
C -1.151 -0.843 0.627
C 0.265 -0.330 0.221
C 0.733 -0.470 -1.237
C 1.383 -0.594 1.187
H -0.826 1.129 1.417
H -1.426 -1.062 1.691
H -1.559 -1.618 -0.047
H 0.915 0.637 -1.580
H -0.131 -1.013 -1.870
H 1.643 -1.031 -1.320
H 2.176 -0.817 0.485
H 1.284 -1.420 1.900
H 1.717 0.356 1.758
```

**Total energy**: -8323.7966 eV
**SMILES string**: [H]/N=N/[C@H]1CC1(C)C
**Energy relative to the best compared isomer or geometry (same formula, charge and spin)**: 81.6 kcal/mol
**Charge**: 0
**Frontier orbital gap**: 10.019 eV

Here are the natural (NBO) charges for atoms 1 to 4, given in e: atom 1 (H): 0.310, atom 2 (N): -0.323, atom 3 (N): -0.096, atom 4 (C): -0.128

=====

No. 4
Computed, not measured: the molecule C5H10N2O, with ωB97M-V/def2-TZVPD.

Structure (XYZ):
```
18
C5H10N2O ωB97M-V/def2-TZVPD
N -2.746 0.514 -0.497
C -1.852 -0.200 0.393
C -0.592 0.306 0.477
N -0.300 1.462 -0.239
C 0.625 -0.393 1.048
C 1.432 -1.123 -0.042
C 2.404 -0.270 -0.836
O 2.687 0.853 -0.506
H -2.845 1.460 -0.137
H -3.651 0.066 -0.453
H -2.185 -1.143 0.790
H -0.935 1.662 -0.987
H 0.648 1.772 -0.263
H 1.296 0.386 1.422
H 0.366 -1.042 1.877
H 2.024 -1.921 0.428
H 0.770 -1.623 -0.756
H 2.853 -0.766 -1.721
```

**Total energy**: -10374.0436 eV
**SMILES string**: N/C=C(\N)CCC=O
**Energy relative to the best compared isomer or geometry (same formula, charge and spin)**: 29.1 kcal/mol
**Charge**: 0
**Frontier orbital gap**: 8.193 eV

Here are the natural (NBO) charges for atoms 1 to 4, given in e: atom 1 (N): -0.851, atom 2 (C): -0.155, atom 3 (C): 0.147, atom 4 (N): -0.851

=====

No. 5
Computed, not measured: a cluster of 2 separate species, C5H10N2O in total, with ωB97M-V/def2-TZVPD.

Structure (XYZ):
```
18
C5H10N2O ωB97M-V/def2-TZVPD
C -1.071 -1.777 -0.976
C 0.010 -0.903 -1.306
N 0.838 -0.382 -1.923
O 1.700 0.336 -2.430
H -0.974 -2.612 -1.670
H -2.089 -1.520 -1.079
H -0.908 -2.162 0.038
C -1.120 0.878 0.636
C 0.230 0.411 0.998
C 1.422 1.378 0.651
N 0.172 -0.696 1.640
H -1.070 0.980 -0.459
H -1.229 1.858 1.188
H -1.917 0.310 0.932
H 2.446 1.054 0.820
H 1.235 2.249 1.325
H 1.372 1.801 -0.406
H 0.952 -1.203 2.021
```

**Total energy**: -10370.8407 eV
**SMILES string**: CC#[N+][O-].CC(C)=N
**Energy relative to the best compared isomer or geometry (same formula, charge and spin)**: 103.0 kcal/mol
**Charge**: 0
**Frontier orbital gap**: 10.183 eV

Here are the natural (NBO) charges for atoms 1 to 4, given in e: atom 1 (C): -0.719, atom 2 (C): 0.245, atom 3 (N): 0.168, atom 4 (O): -0.464

=====

No. 6
Computed, not measured: a cluster of 2 separate species, C5H10N2O in total, with ωB97M-V/def2-TZVPD.

Structure (XYZ):
```
18
C5H10N2O ωB97M-V/def2-TZVPD
C -3.621 1.125 0.191
C -2.509 0.486 -0.147
N -2.296 -0.870 0.033
O -1.395 -1.477 -0.878
H -4.491 0.599 0.545
H -3.684 2.195 0.144
H -1.634 1.012 -0.506
H -3.144 -1.426 0.050
H -0.510 -1.388 -0.457
C 3.977 0.714 -0.665
C 2.815 0.098 -0.059
C 1.847 -0.416 0.427
N 0.724 -1.009 0.910
H 4.707 0.988 0.098
H 3.680 1.612 -1.207
H 4.441 0.020 -1.365
H 0.173 -0.386 1.492
H 0.922 -1.877 1.396
```

**Total energy**: -10370.7432 eV
**SMILES string**: C=CNO.CC#CN
**Energy relative to the best compared isomer or geometry (same formula, charge and spin)**: 105.2 kcal/mol
**Charge**: 0
**Frontier orbital gap**: 8.899 eV

Here are the natural (NBO) charges for atoms 1 to 4, given in e: atom 1 (C): -0.512, atom 2 (C): -0.014, atom 3 (N): -0.351, atom 4 (O): -0.596

=====

No. 7
Computed, not measured: a structure of composition C5H10N2O, with ωB97M-V/def2-TZVPD.

Structure (XYZ):
```
18
C5H10N2O ωB97M-V/def2-TZVPD
C -0.199 0.407 1.103
C -1.404 0.066 0.170
C 0.316 -0.978 -0.626
C 1.759 -0.731 -0.756
C 0.749 0.152 0.028
H -1.536 2.518 0.820
H -0.473 1.312 3.004
H -0.533 -0.181 2.000
H -2.024 0.917 -0.033
H -2.394 -0.465 0.419
H -1.521 -1.300 -1.588
H 0.145 -1.772 0.043
H 2.106 -1.477 -0.100
H 3.504 -0.401 -1.917
H 0.381 0.937 -0.819
N -0.273 1.894 1.571
N -0.863 -0.443 -1.299
O 2.258 -0.453 -2.019
```

**Total energy**: -10361.5428 eV
**Energy relative to the best compared isomer or geometry (same formula, charge and spin)**: 317.4 kcal/mol
**Charge**: 0
**Frontier orbital gap**: 8.851 eV

Here are the natural (NBO) charges for atoms 1 to 4, given in e: atom 1 (C): -0.117, atom 2 (C): -0.280, atom 3 (C): -0.131, atom 4 (C): 0.147